Computed, not measured: 2 unconnected molecules or ions with the total composition C5H15N2S in a non-equilibrium geometry, with ωB97M-V/def2-TZVPD.

```
23
Properties=species:S:1:pos:R:3
C -0.2228 2.3107 -2.1013
N -0.7185 2.2380 -0.7174
C 0.0357 1.8637 0.2682
N -0.3066 1.7326 1.5461
H 0.4723 3.1693 -2.1643
H -1.1140 2.3244 -2.7589
H 0.3761 1.4085 -2.2864
H -1.6840 2.5298 -0.6047
H 1.0195 1.7065 0.0009
H -1.2801 1.6238 1.7754
H 0.3601 1.1458 2.0166
C -1.9038 -1.2026 -0.1053
C -0.6450 -1.9236 0.3843
S 0.9404 -1.2093 -0.1682
C 1.9827 -2.2094 0.9701
H -2.7641 -1.8944 0.0299
H -1.7627 -0.8854 -1.1740
H -2.1093 -0.2556 0.4506
H -0.6303 -2.9607 -0.0133
H -0.6704 -2.0194 1.4762
H 1.4671 -2.2176 1.9476
H 1.9374 -3.2789 0.6818
H 3.0297 -1.8736 1.0173
```

2S+1: 2
⟨S²⟩: 0.753
Total charge: +2
Orbital gap (alpha / beta): 11.42 / 6.82 eV
ΔE to the lowest compared entry with this formula, charge and spin: 0.0 kJ/mol
Energy: -19225.2644 eV